w) Below is a molecular structure, C41H58F3GeN4O3PSSe2Si3W, with properties calculated with ωB97M-V with the def2-TZVPD basis set.

As for the multiplicity: 4. The net charge is +1. Its HOMO energy (spin up / spin down) is -9.02 / -10.18 eV. Its LUMO energy (spin up / spin down) is -2.99 / -4.80 eV.

Each line ends with the Löwdin spin population.
Element x y z (Å)
W (-0.046, 0.578, 0.615)  1.5449
F (-3.919, -2.205, 3.534)  -0.0004
C (-3.619, -1.027, 4.114)  -0.0004
F (-3.971, -1.125, 5.400)  0.0000
F (-4.397, -0.100, 3.554)  0.0007
C (-2.152, -0.710, 3.970)  -0.0003
C (-1.307, -0.659, 5.078)  0.0128
C (0.069, -0.394, 4.926)  0.0000
C (0.555, -0.173, 3.657)  0.0135
N (-0.289, -0.221, 2.577)  0.0151
C (-1.600, -0.480, 2.703)  0.0209
S (-2.376, -0.488, 1.170)  0.0246
H (-1.717, -0.828, 6.062)  0.0007
H (0.739, -0.352, 5.769)  0.0000
H (1.607, 0.023, 3.459)  0.0006
Se (2.281, 0.079, 0.391)  0.1123
P (2.901, 2.002, 1.530)  0.0351
Se (0.920, 2.721, 2.044)  -0.0051
C (3.737, 1.143, 2.890)  0.0102
C (3.656, 1.664, 4.179)  0.0031
C (4.279, 1.014, 5.230)  0.0009
C (4.981, -0.160, 5.002)  0.0012
C (5.062, -0.685, 3.722)  0.0000
C (4.440, -0.035, 2.667)  0.0022
C (3.995, 3.320, 1.022)  0.0045
C (3.465, 4.444, 0.385)  0.0017
C (4.312, 5.423, -0.101)  -0.0001
C (5.685, 5.280, 0.021)  0.0018
C (6.217, 4.157, 0.639)  0.0000
C (5.379, 3.176, 1.134)  0.0021
H (3.094, 2.573, 4.360)  0.0002
H (4.215, 1.422, 6.228)  0.0001
H (5.467, -0.665, 5.824)  0.0001
H (5.603, -1.602, 3.545)  0.0000
H (4.492, -0.452, 1.673)  -0.0006
H (2.395, 4.549, 0.290)  0.0004
H (3.899, 6.302, -0.579)  0.0000
H (6.344, 6.043, -0.368)  0.0001
H (7.287, 4.048, 0.735)  0.0000
H (5.798, 2.306, 1.621)  0.0001
C (0.780, 2.256, -4.633)  0.0035
Si (0.095, 2.194, -2.878)  0.0904
C (1.417, 3.043, -1.858)  0.0089
C (-1.401, 3.303, -2.892)  0.0361
Ge (-0.419, -0.042, -1.855)  0.3471
Si (1.859, -0.934, -3.109)  0.2679
C (3.322, 0.195, -2.985)  0.0392
C (2.059, -2.560, -2.238)  0.0775
C (1.482, -1.125, -4.921)  0.0362
Si (-1.847, -1.230, -3.470)  0.0403
C (-1.414, -3.047, -3.583)  -0.0003
C (-1.847, -0.442, -5.169)  0.0044
C (-3.637, -1.207, -2.888)  0.0128
H (1.187, 3.262, -4.727)  0.0006
H (0.023, 2.144, -5.407)  0.0001
H (1.583, 1.558, -4.851)  0.0000
H (1.725, 3.937, -2.398)  0.0009
H (2.305, 2.414, -1.685)  0.0007
H (1.047, 3.361, -0.875)  0.0024
H (-1.079, 4.242, -3.344)  0.0054
H (-1.781, 3.500, -1.897)  0.0001
H (-2.213, 2.902, -3.493)  -0.0001
H (3.691, 0.308, -1.974)  0.0032
H (3.123, 1.182, -3.395)  0.0006
H (4.099, -0.272, -3.594)  0.0075
H (2.586, -2.412, -1.298)  -0.0007
H (2.645, -3.217, -2.883)  0.0131
H (1.106, -3.038, -2.021)  0.0035
H (0.904, -0.300, -5.336)  0.0015
H (0.983, -2.048, -5.170)  0.0000
H (2.454, -1.124, -5.416)  0.0065
H (-0.494, -3.248, -4.108)  -0.0001
H (-2.216, -3.557, -4.115)  -0.0003
H (-1.334, -3.484, -2.591)  0.0000
H (-1.411, -1.112, -5.905)  0.0003
H (-1.311, 0.511, -5.227)  0.0008
H (-2.882, -0.256, -5.450)  0.0003
H (-3.797, -1.298, -1.820)  0.0001
H (-4.122, -2.056, -3.371)  0.0016
H (-4.156, -0.323, -3.242)  0.0001
C (-3.287, -4.728, 0.766)  0.0000
C (-3.254, -3.594, -0.245)  0.0000
N (-1.894, -3.078, -0.390)  -0.0001
C (-0.898, -3.292, 0.524)  0.0009
N (0.002, -2.376, 0.731)  0.0121
C (1.098, -2.835, 1.581)  0.0034
C (0.575, -3.625, 2.770)  0.0003
C (-0.091, -4.877, 2.242)  0.0001
N (-0.909, -4.534, 1.085)  0.0000
C (-1.959, -5.456, 0.689)  0.0001
H (-4.124, -5.394, 0.560)  0.0000
H (-3.408, -4.332, 1.778)  0.0000
H (-3.922, -2.785, 0.066)  0.0000
H (-3.585, -3.952, -1.224)  0.0000
H (-1.850, -2.118, -0.724)  -0.0003
H (1.674, -1.972, 1.922)  0.0027
H (1.794, -3.461, 1.005)  0.0002
H (-0.154, -3.012, 3.310)  0.0001
H (1.377, -3.886, 3.460)  0.0001
H (-0.732, -5.342, 2.997)  0.0000
H (0.665, -5.616, 1.948)  0.0000
H (-1.922, -6.315, 1.357)  0.0000
H (-1.780, -5.818, -0.330)  0.0000
O (-3.169, 1.276, -1.374)  0.0180
C (-3.987, 2.134, -0.673)  0.0011
C (-5.286, 2.409, -1.093)  0.0004
C (-6.104, 3.225, -0.332)  -0.0001
C (-5.644, 3.764, 0.869)  0.0000
C (-4.361, 3.473, 1.283)  0.0001
C (-3.514, 2.674, 0.509)  0.0004
C (-2.169, 2.384, 1.055)  0.0165
O (-1.920, 2.466, 2.262)  0.0195
O (-1.194, 2.110, 0.158)  0.1081
H (-3.647, 0.943, -2.147)  0.0010
H (-5.652, 1.970, -2.012)  0.0000
H (-7.109, 3.431, -0.670)  0.0000
H (-6.280, 4.395, 1.468)  0.0000
H (-3.978, 3.859, 2.216)  0.0000

***

x) Below is a molecular structure, C41H58F3GeN4O3PSSe2Si3W, with properties calculated with ωB97M-V with the def2-TZVPD basis set.

As for the multiplicity: 4. The net charge is +1. Its HOMO energy (spin up / spin down) is -9.51 / -9.65 eV. Its LUMO energy (spin up / spin down) is -3.43 / -4.78 eV.

Each line ends with the Löwdin spin population.
Element x y z (Å)
W (-0.561, 0.532, 0.383)  0.7645
F (-1.442, -1.269, -6.189)  0.0001
C (-1.180, -0.744, -4.979)  0.0004
F (-2.241, 0.027, -4.661)  0.0008
F (-0.125, 0.069, -5.132)  -0.0003
C (-0.945, -1.831, -3.952)  0.0039
C (-1.163, -3.145, -4.325)  -0.0006
C (-0.994, -4.173, -3.399)  0.0049
C (-0.548, -3.818, -2.143)  0.0008
N (-0.310, -2.558, -1.774)  0.0180
C (-0.547, -1.572, -2.619)  0.0026
S (-0.439, 0.116, -2.129)  0.0193
H (-1.472, -3.369, -5.336)  -0.0001
H (-1.178, -5.204, -3.657)  0.0004
H (-0.365, -4.575, -1.396)  0.0004
Se (1.435, 2.128, -0.490)  0.0416
P (-0.575, 2.938, -0.905)  0.0675
Se (-2.942, 1.216, 0.796)  0.8331
C (-0.415, 3.739, -2.529)  0.0159
C (-1.588, 4.196, -3.125)  0.0032
C (-1.545, 4.848, -4.342)  0.0002
C (-0.328, 5.036, -4.981)  0.0020
C (0.839, 4.567, -4.398)  0.0003
C (0.799, 3.913, -3.178)  0.0029
C (-0.862, 4.275, 0.291)  0.0138
C (0.166, 4.923, 0.972)  0.0002
C (-0.128, 5.920, 1.885)  0.0039
C (-1.447, 6.282, 2.123)  -0.0008
C (-2.474, 5.649, 1.440)  0.0048
C (-2.182, 4.647, 0.531)  0.0225
H (-2.545, 4.044, -2.639)  0.0002
H (-2.459, 5.203, -4.795)  0.0000
H (-0.289, 5.544, -5.934)  0.0001
H (1.787, 4.707, -4.897)  0.0000
H (1.719, 3.544, -2.742)  -0.0001
H (1.197, 4.641, 0.794)  0.0005
H (0.674, 6.413, 2.416)  0.0003
H (-1.673, 7.056, 2.843)  -0.0001
H (-3.502, 5.928, 1.622)  0.0001
H (-2.995, 4.147, 0.015)  0.0136
C (2.965, -0.559, -3.407)  -0.0003
Si (3.686, -0.385, -1.689)  0.0402
C (5.111, -1.597, -1.488)  -0.0018
C (4.457, 1.328, -1.521)  0.0204
Ge (1.850, -0.700, -0.081)  0.2935
Si (2.491, -3.194, 0.437)  0.2121
C (4.078, -3.729, 1.260)  0.0184
C (2.477, -3.947, -1.283)  0.0553
C (1.010, -3.728, 1.431)  0.0510
Si (3.041, -0.166, 2.111)  0.1204
C (3.005, 1.645, 2.627)  0.0376
C (2.589, -1.295, 3.556)  0.0022
C (4.887, -0.455, 1.858)  0.0174
H (3.718, -0.307, -4.154)  0.0001
H (2.119, 0.110, -3.535)  0.0005
H (2.624, -1.574, -3.610)  -0.0001
H (5.797, -1.340, -2.297)  -0.0003
H (4.856, -2.643, -1.609)  -0.0001
H (5.652, -1.474, -0.553)  0.0000
H (5.491, 1.260, -1.864)  0.0025
H (4.476, 1.724, -0.505)  0.0007
H (3.937, 2.051, -2.147)  0.0007
H (4.983, -3.398, 0.760)  0.0003
H (4.038, -4.820, 1.183)  0.0047
H (4.140, -3.470, 2.310)  -0.0001
H (3.491, -4.149, -1.615)  0.0011
H (1.984, -3.345, -2.040)  0.0025
H (1.949, -4.899, -1.225)  0.0078
H (1.283, -3.861, 2.478)  0.0011
H (0.649, -4.680, 1.039)  0.0070
H (0.201, -3.017, 1.364)  0.0042
H (2.045, 2.092, 2.862)  0.0001
H (3.468, 2.255, 1.849)  0.0001
H (3.636, 1.685, 3.517)  0.0064
H (1.604, -1.747, 3.494)  0.0003
H (2.636, -0.737, 4.492)  0.0001
H (3.327, -2.091, 3.618)  0.0001
H (5.345, 0.257, 1.174)  0.0000
H (5.122, -1.454, 1.510)  0.0000
H (5.380, -0.331, 2.822)  0.0032
C (-5.058, -2.120, -2.445)  0.0000
C (-4.247, -0.857, -2.591)  0.0004
N (-3.145, -0.905, -1.651)  -0.0014
C (-3.193, -1.472, -0.428)  0.0316
N (-2.141, -1.330, 0.386)  0.1162
C (-2.264, -1.960, 1.718)  0.0114
C (-3.164, -3.173, 1.743)  0.0012
C (-4.499, -2.762, 1.191)  0.0019
N (-4.286, -2.230, -0.137)  -0.0002
C (-5.464, -2.231, -0.995)  0.0007
H (-4.441, -2.981, -2.713)  0.0000
H (-5.930, -2.105, -3.096)  0.0000
H (-4.865, 0.029, -2.409)  0.0001
H (-3.826, -0.771, -3.593)  0.0000
H (-2.539, -0.090, -1.656)  -0.0001
H (-2.627, -1.223, 2.445)  0.0080
H (-1.282, -2.258, 2.048)  0.0000
H (-3.260, -3.532, 2.768)  0.0002
H (-2.742, -3.979, 1.136)  0.0004
H (-4.964, -2.009, 1.841)  0.0013
H (-5.192, -3.601, 1.107)  0.0000
H (-6.131, -1.403, -0.719)  0.0003
H (-5.999, -3.162, -0.801)  0.0000
O (-0.604, 3.340, 4.182)  0.0043
C (-0.735, 2.173, 4.836)  0.0079
C (-0.928, 2.243, 6.223)  -0.0012
C (-1.085, 1.088, 6.954)  0.0077
C (-1.073, -0.178, 6.354)  -0.0003
C (-0.865, -0.260, 5.001)  0.0056
C (-0.675, 0.906, 4.234)  0.0022
C (-0.351, 0.778, 2.827)  0.0220
O (-0.161, 1.777, 2.037)  0.0141
O (-0.240, -0.345, 2.226)  0.0149
H (-0.535, 3.200, 3.223)  0.0003
H (-0.956, 3.217, 6.686)  -0.0002
H (-1.218, 1.162, 8.025)  0.0004
H (-1.224, -1.065, 6.947)  -0.0002
H (-0.849, -1.215, 4.495)  0.0003

***

Stability, highest: w)

***

w) Below is a molecular structure, C2H2Br2I2, with properties calculated with ωB97M-V with the def2-TZVPD basis set.

As for the multiplicity: 1. Its HOMO energy is -9.64 eV. Its LUMO energy is -0.85 eV.

Each line ends with the Mulliken charge.
Element x y z (Å)
C (-0.089, -0.629, -0.423)  -0.3057
C (0.217, 0.484, 0.434)  -0.9355
Br (0.231, -2.389, 0.394)  -0.0143
Br (-0.876, 0.419, 2.167)  -0.0721
I (-1.933, -0.486, -1.504)  0.2254
I (0.090, 2.521, -0.472)  0.1712
H (1.213, -0.430, -1.516)  0.3122
H (1.147, 0.510, 0.919)  0.6188

***

x) Below is a molecular structure, C2H2Br2I2, with properties calculated with ωB97M-V with the def2-TZVPD basis set.

As for the multiplicity: 1. Its HOMO energy is -9.49 eV. Its LUMO energy is -0.45 eV.

Each line ends with the Mulliken charge.
Element x y z (Å)
C (0.752, 0.004, -0.074)  -0.4702
C (-0.675, 0.008, 0.291)  -0.8038
Br (1.748, -0.872, 1.257)  -0.0074
Br (-1.480, -1.806, 0.138)  -0.0155
I (1.235, -0.560, -1.980)  0.2999
I (-1.817, 1.341, -1.044)  0.1598
H (1.209, 1.527, 0.018)  0.3466
H (-0.972, 0.357, 1.394)  0.4905

***

Stability, highest: x)